# 1
{
  "formula": "C28H61BFN2O3Si",
  "method": "wB97M-V/def2-TZVPD",
  "charge": -1,
  "e_lumo_ev": [2.12, 1.95],
  "s_squared": 2.008,
  "multiplicity": 3,
  "homo_energy_ev": [-4.5339, -4.5338],
  "elements": ["C", "C", "C", "B", "C", "C", "F", "C", "C", "O", "Si", "C", "C", "C", "H", "H", "H", "H", "H", "H", "H", "H", "H", "H", "H", "H", "H", "H", "H", "H", "H", "H", "H", "H", "H", "H", "H", "H", "H", "C", "C", "C", "C", "C", "C", "N", "O", "C", "C", "C", "H", "H", "H", "H", "H", "H", "H", "H", "H", "H", "H", "H", "H", "H", "H", "H", "H", "H", "C", "C", "C", "C", "C", "C", "N", "O", "C", "C", "C", "H", "H", "H", "H", "H", "H", "H", "H", "H", "H", "H", "H", "H", "H", "H", "H", "H", "H"],
  "positions_angstrom": [[-0.107, 2.070, 3.782], [-0.535, 0.528, 3.814], [0.626, -0.383, 3.276], [0.878, -1.777, 4.106], [1.768, -1.572, 5.487], [1.049, -0.774, 6.617], [-0.249, -1.281, 6.831], [1.670, -2.893, 3.167], [2.593, -2.281, 2.052], [3.576, -1.436, 2.675], [4.197, -0.265, 1.613], [5.304, 0.884, 2.692], [5.298, -0.954, 0.222], [2.897, 0.858, 0.795], [-0.233, 2.581, 4.760], [-0.748, 2.626, 3.057], [0.941, 2.221, 3.455], [-1.449, 0.467, 3.175], [-0.862, 0.309, 4.848], [0.345, -0.662, 2.227], [1.565, 0.213, 3.317], [-0.182, -2.263, 4.417], [1.988, -2.592, 5.897], [2.748, -1.065, 5.316], [0.968, 0.289, 6.290], [1.570, -0.777, 7.595], [0.953, -3.614, 2.694], [2.328, -3.511, 3.832], [3.142, -3.150, 1.592], [2.031, -1.797, 1.225], [5.753, 0.247, 3.479], [4.626, 1.613, 3.187], [6.041, 1.398, 2.047], [4.760, -1.615, -0.495], [6.226, -1.411, 0.616], [5.616, -0.071, -0.389], [1.853, 0.682, 1.116], [3.156, 1.917, 1.006], [2.946, 0.711, -0.306], [-0.064, -5.184, -2.349], [-0.481, -3.837, -1.721], [-1.812, -3.374, -2.330], [-1.669, -2.844, -3.754], [-0.602, -1.754, -3.814], [0.745, -2.199, -3.227], [0.602, -2.834, -1.891], [0.389, -1.875, -1.018], [1.442, -3.165, -4.209], [1.691, -0.984, -3.178], [-0.710, -4.186, -0.239], [0.940, -5.471, -2.028], [-0.745, -5.978, -2.036], [-0.095, -5.195, -3.437], [-2.246, -2.584, -1.707], [-2.533, -4.198, -2.320], [-1.428, -3.659, -4.443], [-2.627, -2.438, -4.091], [-0.467, -1.435, -4.852], [-0.971, -0.876, -3.272], [2.305, -3.644, -3.743], [1.805, -2.624, -5.086], [0.787, -3.938, -4.605], [1.283, -0.158, -2.595], [1.866, -0.600, -4.185], [2.659, -1.260, -2.754], [0.218, -4.512, 0.235], [-1.432, -5.000, -0.148], [-1.110, -3.350, 0.334], [-4.659, 4.768, -1.232], [-3.123, 4.914, -1.284], [-2.653, 4.899, -2.746], [-2.700, 3.510, -3.377], [-1.937, 2.505, -2.520], [-2.400, 2.487, -1.057], [-2.479, 3.852, -0.467], [-1.250, 4.247, -0.206], [-3.770, 1.781, -0.959], [-1.463, 1.569, -0.250], [-2.875, 6.315, -0.700], [-5.005, 4.647, -0.203], [-5.141, 5.662, -1.635], [-5.046, 3.944, -1.826], [-1.625, 5.273, -2.805], [-3.261, 5.589, -3.339], [-3.738, 3.190, -3.516], [-2.261, 3.549, -4.377], [-2.041, 1.506, -2.954], [-0.870, 2.746, -2.568], [-4.212, 1.918, 0.030], [-3.658, 0.707, -1.119], [-4.488, 2.106, -1.710], [-0.418, 1.875, -0.307], [-1.503, 0.548, -0.636], [-1.748, 1.535, 0.803], [-3.189, 6.365, 0.345], [-3.445, 7.064, -1.253], [-1.828, 6.616, -0.758]],
  "forces_ev_per_angstrom": [[-0.6765, -0.0696, -0.2433], [0.5259, 1.4117, -0.2269], [-0.9216, 0.0107, 0.3441], [0.4858, -0.0717, -0.1763], [-0.3640, 0.0774, 1.1910], [0.7682, 0.0881, -1.0726], [0.2726, 0.2929, 0.2721], [0.4000, 0.1805, -0.5104], [-0.2347, -2.2176, 0.6573], [0.4140, 1.2857, -1.6632], [-0.0207, 0.2202, 1.0750], [-0.8408, -0.6706, -0.1033], [0.0027, 0.3857, -0.4356], [-0.0599, -0.0982, -0.4381], [0.0745, -0.3378, -0.4149], [0.4620, -0.2159, 0.4230], [-0.4975, -0.2210, 0.2076], [0.5795, -0.2859, 0.4262], [0.2938, -0.2611, -0.5127], [0.5329, 0.4387, 0.4914], [-0.4937, -0.3054, -0.4112], [-0.5166, -0.1848, 0.1226], [0.0240, 0.6099, -0.1805], [-0.4634, -0.2615, -0.0017], [-0.2422, -0.5302, 0.2599], [-0.2671, -0.1787, -0.3215], [0.4999, 0.5220, 0.0757], [-0.2913, 0.2726, -0.5663], [-0.2106, 0.6858, 0.0035], [0.1642, 0.0860, 0.5965], [0.1274, 0.5202, -0.4228], [0.5435, -0.3059, -0.2801], [-0.1988, -0.1909, 0.5494], [0.4186, 0.1480, 0.6309], [-0.5533, -0.0459, -0.2740], [-0.1820, -0.4855, 0.4515], [0.5886, 0.0365, -0.0648], [-0.1540, -0.5272, -0.0990], [-0.1065, 0.1443, 0.5134], [0.0330, -0.0905, -0.3759], [-0.3390, -2.2686, 0.0948], [-0.0382, 0.4611, -0.2434], [-0.0053, -0.0349, 0.0428], [-0.4209, -0.0608, 0.2028], [1.2567, -0.1146, -1.7888], [-1.9160, 2.2503, 0.8939], [0.7783, -0.5322, -0.0633], [-0.1303, -0.2942, -0.1823], [-0.1765, 0.1823, 0.6222], [0.1841, 0.6226, 0.2238], [-0.0118, 0.0859, -0.0129], [-0.0286, 0.1475, 0.1469], [0.0893, 0.0655, 0.0055], [0.1622, 0.0083, 0.0819], [0.1775, -0.0866, 0.1252], [0.0428, 0.0107, 0.0182], [0.0273, -0.0111, -0.0074], [0.2167, -0.0191, 0.0610], [0.1307, -0.0471, 0.1325], [-0.0709, 0.0013, 0.0563], [-0.0273, 0.1531, 0.1357], [0.0137, -0.0508, 0.1182], [0.0014, -0.1638, 0.1393], [-0.1098, -0.2232, -0.0579], [-0.0583, -0.0121, 0.0496], [-0.0085, 0.1000, -0.0062], [0.0470, -0.0120, -0.2634], [0.2024, 0.0584, -0.0587], [-0.2304, -0.2244, -0.1597], [-1.9144, 1.0234, -0.1953], [0.3253, -0.3202, -0.1800], [-0.0178, 0.0194, 0.0142], [0.1035, 0.4534, -0.2385], [-0.9611, -2.0469, 0.1885], [2.8393, 0.7551, -1.2259], [-0.8451, -0.1703, 0.6005], [-0.3365, 0.0928, -0.2133], [0.4492, 0.4900, 0.1897], [0.6006, -0.1148, 0.2614], [0.0729, -0.0562, -0.0216], [0.1862, 0.0668, 0.0419], [0.0574, -0.0630, 0.0892], [0.0077, -0.0342, 0.1786], [-0.0753, 0.0466, 0.2159], [0.0061, -0.0032, 0.0432], [-0.0231, -0.0029, 0.0204], [-0.0430, -0.0530, 0.2273], [-0.0228, 0.0406, 0.1739], [0.0417, 0.0551, -0.0262], [0.2060, 0.0579, 0.0609], [-0.0135, 0.0919, 0.0686], [-0.0890, 0.1545, 0.0709], [-0.1755, 0.0832, -0.1065], [0.0132, 0.0487, -0.0247], [0.0523, -0.0604, -0.0209], [-0.1142, -0.2198, -0.0922], [-0.0042, -0.1872, 0.0975]],
  "mulliken_spin": [0.001, 0.000, 0.001, 0.001, 0.000, 0.000, 0.000, 0.000, 0.003, 0.000, 0.001, 0.000, -0.001, 0.002, 0.000, -0.001, 0.000, 0.001, 0.000, -0.003, 0.000, 0.000, 0.000, 0.000, 0.000, 0.000, 0.000, 0.000, 0.002, -0.006, 0.000, 0.000, 0.000, 0.000, 0.000, 0.000, -0.002, 0.000, 0.000, 0.000, 0.051, 0.017, -0.014, 0.030, 0.058, 0.301, 0.579, 0.005, -0.007, -0.018, -0.004, 0.001, 0.002, 0.002, 0.002, 0.000, 0.001, 0.002, -0.012, -0.006, 0.001, 0.001, 0.002, 0.000, 0.001, 0.005, 0.000, 0.003, 0.011, 0.034, 0.017, -0.018, 0.020, 0.050, 0.314, 0.607, 0.022, -0.061, -0.007, -0.009, 0.001, 0.001, 0.004, 0.001, 0.000, 0.002, 0.000, 0.002, -0.014, 0.001, 0.002, 0.005, 0.010, 0.005, 0.000, 0.000, 0.000]
}



# 2
{
  "formula": "C6H12N2O3S",
  "method": "wB97M-V/def2-TZVPD",
  "charge": 0,
  "e_lumo_ev": 0.49,
  "de_lowest_kj_mol": 0.00,
  "homo_energy_ev": -9.6271,
  "smiles": "C[C@H](NC(=O)[C@@H](N)CS)C(=O)O",
  "elements": ["C", "C", "N", "C", "O", "C", "N", "C", "S", "C", "O", "O", "H", "H", "H", "H", "H", "H", "H", "H", "H", "H", "H", "H"],
  "positions_angstrom": [[2.623, 0.848, 1.593], [2.278, 0.800, 0.104], [0.834, 0.882, -0.130], [-0.093, 0.046, 0.355], [0.158, -0.994, 0.961], [-1.544, 0.494, 0.141], [-1.625, 1.482, -0.924], [-2.440, -0.738, -0.026], [-4.214, -0.333, -0.103], [2.948, -0.409, -0.576], [3.909, -0.272, -1.295], [2.452, -1.614, -0.291], [2.167, 0.024, 2.147], [2.247, 1.760, 2.037], [3.683, 0.780, 1.715], [2.743, 1.683, -0.388], [0.441, 1.680, -0.647], [-1.825, 0.979, 1.062], [-2.536, 1.972, -0.867], [-1.616, 1.033, -1.852], [-2.223, -1.463, 0.757], [-2.202, -1.245, -0.989], [-4.350, -0.060, 1.225], [1.658, -1.569, 0.282]],
  "forces_ev_per_angstrom": [[-0.7247, -0.4748, -0.0373], [0.3270, 0.4684, -0.2033], [-0.2226, 0.5802, -0.4789], [-0.0220, 0.1351, 0.0000], [0.0909, -0.1372, 0.0629], [0.0888, -0.4508, -0.4942], [-0.9381, 0.3499, -0.5377], [0.2260, -0.3036, -0.6247], [0.2093, 0.0451, 0.6255], [0.2732, 0.0034, -0.1969], [-0.5097, -0.0390, 0.3976], [0.2692, -0.0331, -0.2352], [0.0417, -0.0193, -0.1802], [0.0337, 0.3504, 0.0268], [0.7048, 0.0906, 0.1157], [-0.4599, -0.6188, 0.2577], [0.3425, -0.5344, 0.3857], [-0.1034, 0.2952, 0.4298], [0.8304, -0.4158, -0.0358], [0.0323, 0.1643, 0.6107], [-0.1634, 0.0696, -0.0127], [-0.1801, 0.3381, 0.5316], [0.0071, -0.1003, -0.5443], [-0.1530, 0.2370, 0.1375]],
  "nbo_charge": [-0.618, -0.156, -0.609, 0.684, -0.676, -0.154, -0.850, -0.530, -0.040, 0.777, -0.575, -0.687, 0.228, 0.216, 0.227, 0.237, 0.444, 0.217, 0.387, 0.365, 0.253, 0.223, 0.125, 0.511]
}